(1)
Computed, not measured: a 9-piece molecular cluster, C31H76NO33P7 overall at a distorted geometry, with wB97M-V/def2-TZVPD.

Element x y z (Å)
C1 -6.357 1.370 -2.326
C2 -7.071 0.053 -2.143
O1 -6.068 -0.835 -1.585
C3 -6.396 -2.122 -1.314
O2 -7.545 -2.594 -1.222
O3 -5.309 -2.682 -0.898
C4 -5.392 -3.998 -0.352
H1 -5.458 1.290 -2.938
H2 -6.056 1.701 -1.332
H3 -6.924 2.113 -2.886
H4 -7.439 -0.222 -3.131
H5 -7.835 0.179 -1.375
H6 -6.070 -4.659 -0.893
H7 -5.750 -3.904 0.673
H8 -4.388 -4.420 -0.332
C5 -2.971 -0.773 -3.101
C6 -2.481 0.556 -3.163
C7 -1.458 0.950 -2.313
C8 -0.955 0.000 -1.413
C9 -1.555 -1.287 -1.299
C10 -2.580 -1.677 -2.142
N1 0.231 0.384 -0.518
O4 0.420 1.626 -0.308
O5 0.903 -0.498 -0.017
H9 -3.787 -1.077 -3.739
H10 -2.807 1.259 -3.915
H11 -0.984 1.909 -2.461
H12 -1.119 -1.974 -0.588
H13 -2.969 -2.685 -2.141
C11 1.261 -4.960 -0.918
O6 0.319 -5.266 0.123
P1 -1.172 -5.938 -0.282
O7 -1.884 -5.334 -1.446
O8 -0.862 -7.535 -0.384
C12 -0.158 -7.988 -1.537
O9 -1.942 -5.877 1.169
C13 -1.543 -6.746 2.268
H14 1.168 -5.518 -1.850
H15 2.261 -5.224 -0.573
H16 1.126 -3.889 -1.069
H17 0.876 -7.946 -1.197
H18 -0.162 -7.348 -2.419
H19 -0.475 -8.998 -1.797
H20 -0.795 -6.207 2.850
H21 -0.999 -7.655 2.012
H22 -2.387 -7.011 2.905
C14 1.841 3.198 2.850
O10 2.552 2.816 4.016
P2 2.126 3.543 5.355
O11 2.414 4.980 5.214
O12 0.538 3.146 5.476
C15 -0.281 3.884 6.357
O13 2.857 2.817 6.530
C16 2.704 1.419 6.719
H23 0.851 3.624 3.012
H24 1.811 2.288 2.249
H25 2.307 4.065 2.381
H26 0.152 4.838 6.656
H27 -0.484 3.364 7.294
H28 -1.220 4.012 5.819
H29 3.664 0.903 6.716
H30 2.104 0.893 5.977
H31 2.410 1.307 7.763
C17 6.240 3.022 -2.877
O14 5.636 2.385 -1.771
P3 6.190 0.907 -1.336
O15 6.630 0.005 -2.409
O16 7.318 1.291 -0.172
C18 8.046 0.199 0.413
O17 4.925 0.335 -0.400
C19 4.257 1.205 0.481
H32 6.625 3.907 -2.371
H33 5.499 3.311 -3.622
H34 7.086 2.525 -3.353
H35 8.159 -0.684 -0.217
H36 7.812 -0.128 1.426
H37 9.072 0.550 0.304
H38 3.176 1.208 0.338
H39 4.527 2.259 0.425
H40 4.434 0.721 1.442
C20 -3.932 -0.169 1.392
O18 -3.417 -0.308 2.677
P4 -1.841 -0.323 3.024
O19 -1.510 -0.547 4.461
O20 -1.306 -1.438 2.040
C21 -1.828 -2.786 2.155
O21 -1.271 1.033 2.434
C22 -1.952 2.286 2.376
H41 -4.405 0.793 1.198
H42 -4.574 -0.946 0.977
H43 -3.128 -0.096 0.660
H44 -2.530 -2.875 2.984
H45 -0.937 -3.400 2.283
H46 -2.305 -3.002 1.198
H47 -1.627 2.751 1.445
H48 -1.738 2.943 3.219
H49 -3.021 2.090 2.455
C23 2.074 -1.124 3.355
O22 3.243 -1.978 3.257
P5 4.417 -1.812 4.327
O23 5.508 -2.828 4.234
O24 3.693 -1.691 5.752
C24 4.432 -1.862 6.994
O25 4.904 -0.281 4.067
C25 6.001 0.167 4.792
H50 1.917 -0.718 4.354
H51 1.255 -1.809 3.137
H52 1.941 -0.319 2.632
H53 4.196 -1.256 7.869
H54 5.507 -1.925 6.822
H55 4.166 -2.852 7.364
H56 6.386 1.048 4.277
H57 6.832 -0.537 4.758
H58 5.848 0.455 5.832
C26 -2.983 3.838 -0.659
O26 -2.830 4.773 -1.737
P6 -3.727 4.636 -3.106
O27 -4.359 3.313 -3.391
O28 -2.761 5.298 -4.209
C27 -1.774 4.540 -4.849
O29 -4.770 5.835 -2.929
C28 -5.793 6.036 -3.928
H59 -1.945 3.554 -0.485
H60 -3.514 2.972 -1.054
H61 -3.497 4.258 0.206
H62 -2.052 3.487 -4.827
H63 -0.754 4.681 -4.492
H64 -1.820 4.802 -5.906
H65 -6.312 6.987 -3.809
H66 -6.571 5.273 -3.905
H67 -5.390 6.053 -4.940
C29 1.930 0.414 -7.609
O30 2.031 0.991 -6.349
P7 0.715 0.708 -5.422
O31 -0.598 1.289 -5.886
O32 0.694 -0.884 -5.155
C30 -0.539 -1.593 -5.114
O33 1.247 1.245 -3.991
C31 2.499 0.797 -3.417
H68 2.647 -0.403 -7.697
H69 2.129 1.069 -8.457
H70 0.969 -0.002 -7.912
H71 -0.550 -2.233 -5.996
H72 -1.421 -0.963 -5.223
H73 -0.685 -2.192 -4.215
H74 2.867 -0.180 -3.732
H75 2.205 0.714 -2.371
H76 3.273 1.543 -3.602

Output
Orbital gap (alpha / beta)   3.902 / 7.570 eV
Charge   -1
⟨S²⟩   0.764
Molar mass   1207.741 g/mol
2S+1   2
LUMO (alpha / beta)   2.14 / 2.14 eV
E_HOMO (alpha / beta)   -1.7660 / -5.4337 eV



(2)
Computed, not measured: a 8-piece molecular cluster, C31H77BBrClO7 overall at a distorted geometry, with wB97M-V/def2-TZVPD.

Element x y z (Å)
C1 -1.258 1.580 0.163
C2 -0.054 2.406 0.956
C3 -0.185 4.010 0.646
Cl1 1.438 4.618 -0.020
B1 -0.597 4.941 1.938
Br1 -1.683 4.316 3.521
H1 -2.252 2.225 0.179
H2 -1.486 0.540 0.698
H3 -0.962 1.451 -0.962
H4 0.966 2.047 0.452
H5 0.021 2.134 2.101
H6 -1.013 4.150 -0.169
H7 -0.202 6.066 1.954
C4 -1.245 0.535 5.951
C5 -1.890 0.271 4.600
O1 -1.043 -0.432 3.695
C6 -0.607 -1.726 4.107
C7 -1.747 -2.700 4.349
H8 -0.312 1.093 5.828
H9 -1.921 1.115 6.587
H10 -1.005 -0.392 6.477
H11 -2.123 1.230 4.129
H12 -2.843 -0.256 4.713
H13 0.038 -1.645 4.986
H14 0.020 -2.115 3.299
H15 -2.400 -2.371 5.160
H16 -1.355 -3.687 4.615
H17 -2.365 -2.799 3.450
C8 1.371 -1.824 -3.469
C9 1.468 -1.287 -2.050
O2 0.210 -1.214 -1.385
C10 -0.495 -2.444 -1.221
C11 0.271 -3.478 -0.413
H18 0.686 -1.213 -4.065
H19 2.356 -1.816 -3.947
H20 0.998 -2.851 -3.493
H21 1.862 -0.268 -2.088
H22 2.178 -1.870 -1.456
H23 -0.790 -2.842 -2.196
H24 -1.422 -2.203 -0.693
H25 1.202 -3.771 -0.903
H26 -0.335 -4.379 -0.279
H27 0.531 -3.079 0.573
C12 6.288 -3.625 -5.003
C13 5.837 -2.751 -3.844
O3 4.765 -3.314 -3.092
C14 5.016 -4.574 -2.472
C15 6.164 -4.540 -1.477
H28 5.449 -3.832 -5.675
H29 7.079 -3.125 -5.571
H30 6.678 -4.587 -4.661
H31 5.473 -1.800 -4.243
H32 6.676 -2.507 -3.184
H33 5.174 -5.344 -3.233
H34 4.100 -4.847 -1.941
H35 7.113 -4.288 -1.956
H36 6.280 -5.518 -0.998
H37 5.978 -3.789 -0.702
C16 -6.550 6.729 2.188
C17 -6.209 7.521 0.936
O4 -4.985 8.244 1.040
C18 -3.807 7.472 1.269
C19 -3.525 6.459 0.173
H38 -6.598 7.390 3.059
H39 -7.519 6.232 2.071
H40 -5.804 5.960 2.401
H41 -6.995 8.261 0.765
H42 -6.194 6.876 0.053
H43 -3.857 6.991 2.250
H44 -2.975 8.181 1.315
H45 -4.319 5.712 0.093
H46 -2.588 5.931 0.376
H47 -3.444 6.957 -0.799
C20 5.421 -3.557 5.586
C21 4.088 -3.460 4.860
O5 3.135 -2.642 5.533
C22 3.497 -1.276 5.732
C23 3.757 -0.524 4.438
H48 5.277 -3.936 6.603
H49 6.097 -4.232 5.051
H50 5.914 -2.585 5.665
H51 3.652 -4.461 4.796
H52 4.224 -3.116 3.830
H53 4.354 -1.209 6.409
H54 2.658 -0.805 6.250
H55 4.601 -0.943 3.885
H56 3.983 0.526 4.648
H57 2.880 -0.570 3.784
C24 -3.201 7.117 -5.273
C25 -2.666 7.386 -3.876
O6 -2.287 6.204 -3.176
C26 -1.260 5.414 -3.771
C27 0.054 6.158 -3.941
H58 -4.056 6.436 -5.232
H59 -3.518 8.052 -5.745
H60 -2.447 6.656 -5.916
H61 -3.455 7.860 -3.285
H62 -1.832 8.094 -3.902
H63 -1.606 5.000 -4.722
H64 -1.097 4.562 -3.105
H65 -0.045 7.013 -4.614
H66 0.817 5.492 -4.356
H67 0.407 6.538 -2.977
C28 -2.487 -8.607 -1.868
C29 -2.976 -7.193 -1.604
O7 -1.925 -6.231 -1.546
C30 -1.129 -6.087 -2.721
C31 -1.926 -5.664 -3.943
H68 -1.764 -8.913 -1.105
H69 -3.327 -9.308 -1.857
H70 -1.993 -8.694 -2.839
H71 -3.474 -7.171 -0.631
H72 -3.726 -6.890 -2.341
H73 -0.569 -7.007 -2.912
H74 -0.387 -5.314 -2.501
H75 -2.675 -6.409 -4.221
H76 -1.261 -5.522 -4.800
H77 -2.455 -4.724 -3.750

Output
Orbital gap   9.422 eV
Molar mass   688.119 g/mol
2S+1   1
LUMO   -0.03 eV
E_HOMO   -9.4545 eV



(3)
Computed, not measured: a 7-piece molecular cluster, C31H77N2O26P6S overall at a distorted geometry, with wB97M-V/def2-TZVPD.

Element x y z (Å)
C1 8.306 1.956 6.081
C2 8.369 0.764 4.911
O1 6.969 0.425 4.616
C3 6.721 0.345 3.153
N1 5.195 0.428 2.909
N2 4.657 -0.781 2.665
C4 3.218 -0.640 2.496
C5 2.434 -2.100 2.245
S1 2.434 -2.983 3.938
C6 1.477 -1.820 5.116
C7 2.421 -1.306 6.387
C8 2.270 0.638 2.507
C9 3.032 2.042 2.804
C10 4.602 1.751 3.022
C11 5.549 3.062 3.363
C12 6.290 3.644 1.982
C13 5.210 4.731 1.322
O2 5.256 6.019 2.041
H1 7.261 1.968 6.646
H2 9.200 1.879 6.835
H3 8.375 2.995 5.513
H4 8.986 1.174 4.006
H5 8.888 -0.220 5.344
H6 7.330 1.114 2.518
H7 7.148 -0.726 2.837
H8 1.302 -1.917 1.999
H9 2.992 -2.746 1.444
H10 1.101 -0.854 4.560
H11 0.490 -2.362 5.509
H12 2.542 -0.132 6.344
H13 1.879 -1.605 7.400
H14 3.499 -1.759 6.282
H15 1.120 0.547 2.318
H16 2.521 3.086 2.884
H17 6.290 2.911 4.254
H18 4.823 3.950 3.696
H19 7.335 4.118 2.210
H20 6.419 2.785 1.162
H21 4.152 4.192 1.399
H22 5.410 4.922 0.170
H23 4.694 5.985 2.886
C14 -0.402 -3.049 -3.986
O3 0.018 -4.201 -3.279
P1 -0.179 -4.191 -1.560
O4 0.101 -5.700 -1.542
O5 -1.803 -3.947 -1.724
C15 -2.592 -4.905 -2.409
O6 -0.375 -4.182 0.158
C16 0.702 -4.708 0.909
H24 0.405 -2.725 -4.645
H25 -1.267 -3.312 -4.603
H26 -0.671 -2.231 -3.315
H27 -1.994 -5.675 -2.904
H28 -3.174 -4.380 -3.174
H29 -3.279 -5.377 -1.705
H30 1.653 -4.371 0.510
H31 0.658 -5.804 0.914
H32 0.604 -4.365 1.944
C17 2.087 -12.180 -4.843
O7 1.268 -11.157 -4.309
P2 1.968 -9.582 -4.155
O8 0.566 -9.008 -3.903
O9 2.283 -9.538 -5.773
C18 1.215 -9.627 -6.701
O10 2.667 -8.007 -4.000
C19 2.374 -7.313 -2.802
H33 2.049 -13.046 -4.180
H34 1.689 -12.474 -5.819
H35 3.124 -11.858 -4.957
H36 0.260 -9.869 -6.229
H37 1.454 -10.422 -7.416
H38 1.124 -8.683 -7.240
H39 2.435 -7.976 -1.946
H40 1.377 -6.860 -2.864
H41 3.102 -6.504 -2.683
C20 -8.754 -0.885 -1.437
O11 -7.615 -1.650 -1.780
P3 -6.690 -2.321 -0.481
O12 -5.949 -3.205 -1.493
O13 -8.015 -3.133 0.074
C21 -8.653 -4.087 -0.757
O14 -5.765 -2.991 0.818
C22 -4.359 -2.913 0.684
H42 -8.713 0.069 -1.967
H43 -9.650 -1.423 -1.764
H44 -8.816 -0.699 -0.363
H45 -8.270 -4.086 -1.780
H46 -9.721 -3.845 -0.792
H47 -8.532 -5.082 -0.325
H48 -4.060 -1.943 0.302
H49 -3.999 -3.711 0.022
H50 -3.907 -3.068 1.669
C23 -5.878 1.314 0.914
O15 -6.377 2.114 -0.141
P4 -5.394 3.437 -0.666
O16 -6.286 3.579 -1.907
O17 -4.152 2.408 -1.012
C24 -4.336 1.383 -1.974
O18 -4.411 4.761 -1.191
C25 -5.092 5.972 -1.457
H51 -6.650 1.218 1.680
H52 -5.653 0.318 0.522
H53 -4.977 1.740 1.360
H54 -5.374 1.287 -2.302
H55 -4.031 0.434 -1.520
H56 -3.700 1.580 -2.839
H57 -5.839 6.171 -0.696
H58 -5.559 5.931 -2.449
H59 -4.360 6.786 -1.467
C26 -8.653 11.355 1.348
O19 -7.514 10.589 1.005
P5 -6.589 9.919 2.305
O20 -5.848 9.034 1.293
O21 -7.914 9.107 2.860
C27 -8.553 8.153 2.029
O22 -5.664 9.249 3.604
C28 -4.258 9.326 3.470
H60 -8.612 12.308 0.819
H61 -9.549 10.817 1.021
H62 -8.715 11.541 2.423
H63 -8.169 8.154 1.005
H64 -9.620 8.395 1.994
H65 -8.431 7.158 2.460
H66 -3.959 10.297 3.087
H67 -3.899 8.529 2.807
H68 -3.806 9.172 4.454
C29 4.625 2.514 -4.290
O23 5.306 2.423 -3.053
P6 6.277 1.016 -2.784
O24 6.910 1.711 -1.571
O25 7.177 1.352 -4.126
C30 7.899 2.570 -4.201
O26 7.248 -0.390 -2.516
C31 7.163 -0.967 -1.227
H69 3.575 2.741 -4.099
H70 5.058 3.336 -4.868
H71 4.696 1.589 -4.866
H72 7.663 3.257 -3.385
H73 7.639 3.060 -5.146
H74 8.969 2.357 -4.198
H75 6.134 -0.992 -0.882
H76 7.788 -0.406 -0.521
H77 7.551 -1.989 -1.277

Output
Orbital gap   5.222 eV
Charge   +1
Molar mass   1111.856 g/mol
2S+1   1
LUMO   -5.00 eV
E_HOMO   -10.2191 eV



Number 1 is which compound?
C31H76NO33P7



Which value of molar mass does entry 2 give?
688.119 g/mol